Model a:
Density functional theory data (ωB97M-V/def2-TZVPD) for an isolated ion of composition C5H13N2O and charge +1.

- Frontier orbital gap: 9.949 eV
- E_HOMO: -13.447 eV
- Structure (SMILES): N/C=[NH+]\CCCCO
- Net charge: +1
- E_LUMO: -3.50 eV

Each line ends with the Löwdin charge.
Atoms and positions in Å:
O1 -1.3773 -1.1269 2.8040  -0.035
N1 0.5993 0.6214 -3.0366  0.202
N2 -0.0032 1.2595 -0.8815  0.083
C1 0.6635 -0.7033 1.4540  -0.182
C2 0.1060 -1.0247 0.0725  -0.177
C3 -0.7898 0.0643 -0.5161  -0.135
C4 0.6044 1.4496 -2.0112  -0.129
C5 -0.3425 -0.2195 2.4885  -0.272
H1 0.2382 1.8970 -0.1309  0.171
H2 1.2604 -1.5425 1.8208  0.128
H3 0.1699 0.0304 3.4121  0.127
H4 -0.3944 -1.9891 0.0154  0.123
H5 0.9627 -1.1388 -0.5963  0.114
H6 1.0314 0.9052 -3.9017  0.139
H7 1.1749 2.3541 -2.1748  0.169
H8 -1.6551 -1.6286 2.0342  0.079
H9 -0.7938 0.7229 2.1238  0.105
H10 -1.5620 0.3993 0.1658  0.126
H11 -1.2650 -0.2767 -1.4332  0.120
H12 -0.0184 -0.1755 -3.0877  0.129
H13 1.3908 0.1219 1.3787  0.117

***

Model b:
Density functional theory data (ωB97M-V/def2-TZVPD) for an isolated ion of composition C5H13N2O and charge +1.

- Frontier orbital gap: 11.557 eV
- E_HOMO: -14.293 eV
- Structure (SMILES): C[C@H](O)C(=[NH2+])N(C)C
- Net charge: +1
- E_LUMO: -2.74 eV

Each line ends with the Löwdin charge.
Atoms and positions in Å:
O1 -1.2944 1.4587 1.9704  -0.040
N1 -1.7603 -0.5032 0.4412  0.178
N2 -0.0110 -0.6609 -0.9649  -0.141
C1 -0.4682 -1.8961 -1.5864  0.013
C2 -0.6370 -0.0297 0.0056  -0.184
C3 1.2187 1.3690 1.3763  -0.025
C4 1.3518 -0.2282 -1.4607  0.035
C5 -0.2347 1.4400 0.9537  -0.177
H1 1.1880 0.1124 -2.4738  0.102
H2 -1.0651 1.2842 2.8871  0.115
H3 0.2713 -2.2695 -2.2477  0.097
H4 -2.1140 -0.1260 1.3333  0.126
H5 1.8810 1.3742 0.5152  0.057
H6 1.3909 0.3384 1.7186  0.106
H7 1.6363 0.7315 -0.9433  0.084
H8 1.4485 2.0820 2.1482  0.095
H9 -2.0896 -1.4953 0.2309  0.158
H10 -0.7939 -2.4777 -0.7189  0.101
H11 1.9525 -1.0837 -1.3654  0.087
H12 -0.5517 2.1792 0.3142  0.113
H13 -1.3192 -1.5993 -2.1337  0.098

***

Model c:
Density functional theory data (ωB97M-V/def2-TZVPD) for a 2-piece molecular cluster, C5H13N2O overall.

- Frontier orbital gap: 4.875 eV
- E_HOMO: -13.423 eV
- Net charge: +1
- E_LUMO: -8.55 eV

Each line ends with the Löwdin charge.
Atoms and positions in Å:
O1 -0.5203 0.5365 0.4514  -0.104
N1 1.6942 1.3750 -0.2375  0.159
N2 1.0532 -1.6376 -0.3829  0.102
C1 2.5587 0.2989 -0.5163  -0.161
C2 -1.7537 1.1614 0.3661  -0.244
C3 2.1539 -1.0528 0.2657  -0.189
C4 -3.4875 -0.3956 -0.4141  0.099
C5 -2.6356 -0.0482 0.5526  -0.099
H1 3.0144 -1.7170 0.2220  0.126
H2 3.5683 0.6194 -0.2584  0.134
H3 0.6734 1.1345 -0.0240  0.034
H4 -1.7955 1.8634 1.2075  0.138
H5 -2.5598 -0.6082 1.4712  0.118
H6 2.0840 2.0952 0.3678  0.132
H7 2.4877 0.1360 -1.5915  0.140
H8 0.2534 -1.0071 -0.4093  0.062
H9 -4.1875 -1.2085 -0.2836  0.084
H10 -1.9012 1.6389 -0.6011  0.130
H11 -3.4373 0.0824 -1.3808  0.082
H12 1.9899 -0.7080 1.2964  0.136
H13 0.7474 -2.5584 -0.1014  0.119

***

Bottom line: model a, by a margin of 127.4 kJ/mol.

***

Model a:
Density functional theory data (ωB97M-V/def2-TZVPD) for a 2-piece molecular cluster, C5H13N2O overall.

- Frontier orbital gap: 9.948 eV
- E_HOMO: -13.197 eV
- Net charge: +1
- E_LUMO: -3.25 eV

Each line ends with the Löwdin charge.
Atoms and positions in Å:
O1 -2.2425 -0.7761 -2.7347  -0.022
N1 -1.3403 0.7391 -0.5749  0.162
N2 1.7173 0.1949 1.6244  0.051
C1 1.0702 -0.4014 0.4668  -0.414
C2 -0.2403 -1.0302 0.8624  -0.159
C3 -1.3266 0.0594 0.9176  -0.061
C4 1.6332 -0.2858 -0.7434  0.054
C5 2.2082 1.4146 1.4391  0.016
H1 2.4912 0.4454 -0.7411  0.085
H2 -2.4579 -1.5094 -2.2091  0.028
H3 -0.5585 -1.8585 0.2019  0.127
H4 -3.0411 -0.6465 -3.2915  0.103
H5 -0.3560 1.0122 -0.7386  0.116
H6 -0.9878 0.8636 1.6076  0.129
H7 1.3120 -0.9441 -1.5886  0.096
H8 -0.1160 -1.4048 1.8803  0.127
H9 -1.9338 1.6234 -0.6740  0.190
H10 2.7261 1.9821 2.2165  0.083
H11 -1.6163 0.0656 -1.3116  0.073
H12 2.1251 1.9462 0.4974  0.065
H13 -2.3550 -0.4442 1.0267  0.151

***

Model b:
Density functional theory data (ωB97M-V/def2-TZVPD) for a 2-piece molecular cluster, C5H13N2O overall.

- Frontier orbital gap: 4.014 eV
- E_HOMO: -13.301 eV
- Net charge: +1
- E_LUMO: -9.29 eV

Each line ends with the Löwdin charge.
Atoms and positions in Å:
O1 -2.5999 -0.9807 1.4596  0.090
N1 -2.2215 -0.8192 -0.7580  0.183
N2 0.0159 0.6839 -2.1311  0.236
C1 0.2628 0.3273 1.1065  -0.194
C2 2.5387 -0.5255 0.3677  -0.029
C3 -2.0398 -0.4371 0.5318  -0.550
C4 -1.1771 0.7893 0.8522  -0.085
C5 1.0334 -0.4744 0.1022  -0.162
H1 -0.4148 1.6064 -1.9543  0.078
H2 2.8345 -0.5353 1.4007  0.105
H3 -2.7810 -1.6403 -0.9625  0.132
H4 0.6751 -1.5312 0.1241  0.170
H5 0.7389 0.0448 -0.9527  0.116
H6 -1.5696 1.1942 1.7864  0.138
H7 -1.1844 1.5526 0.0805  0.103
H8 2.9328 -1.2328 -0.3379  0.087
H9 0.8466 1.2099 1.4018  0.133
H10 -1.6577 -0.3871 -1.4754  0.049
H11 0.6300 0.7162 -2.9469  0.079
H12 0.3492 -0.1610 2.1075  0.180
H13 2.7878 0.6000 0.1980  0.138

***

Model c:
Density functional theory data (ωB97M-V/def2-TZVPD) for an isolated ion of composition C5H13N2O and charge +1.

- Frontier orbital gap: 9.761 eV
- E_HOMO: -13.424 eV
- Structure (SMILES): CC(C)NC(=O)C[NH3+]
- Net charge: +1
- E_LUMO: -3.66 eV

Each line ends with the Löwdin charge.
Atoms and positions in Å:
O1 0.4322 -0.9360 -2.1502  0.087
N1 1.1659 -2.9627 -0.9300  0.183
N2 0.1324 0.5295 -0.5504  0.095
C1 -1.7594 1.5060 0.3990  -0.056
C2 -0.2948 1.0574 0.7265  -0.321
C3 0.4383 -2.0144 -0.0356  -0.019
C4 0.3519 -0.7184 -0.9872  -0.486
C5 0.3805 2.4077 1.1157  -0.037
H1 -0.3017 3.1398 1.4190  0.045
H2 1.0964 2.4642 1.8791  0.058
H3 1.8205 -2.3857 -1.4707  0.170
H4 0.5311 -3.5620 -1.5288  0.211
H5 -0.6672 -2.2223 -0.0414  0.156
H6 0.3088 1.1338 -1.3417  0.169
H7 -2.1173 1.5718 -0.6045  0.067
H8 -0.3224 0.4207 1.5584  0.122
H9 -2.6017 0.8857 0.7759  0.083
H10 1.5975 -3.6688 -0.3953  0.147
H11 -1.9148 2.5299 0.8828  0.091
H12 0.9828 2.8151 0.2687  0.103
H13 0.7408 -1.9914 1.0107  0.132

***

Bottom line: model c, by a margin of 36.0 kJ/mol.

***

Model a:
Density functional theory data (ωB97M-V/def2-TZVPD) for an isolated molecule of C4H14N2Si.

- Frontier orbital gap: 9.792 eV
- E_HOMO: -8.869 eV
- Structure (SMILES): CCN[Si](C)(C)N
- Net charge: 0
- E_LUMO: 0.92 eV

Each line ends with the Löwdin charge.
Atoms and positions in Å:
Si1 -0.2259 0.8667 -0.5587  0.329
N1 0.6670 -0.2662 0.4694  -0.118
N2 -1.9157 0.8035 -0.4063  -0.041
C1 0.3537 0.8119 -2.3657  -0.184
C2 0.3247 2.4603 0.3529  -0.169
C3 -0.0453 -1.8869 0.5904  -0.212
C4 0.6159 -2.7123 1.6177  -0.146
H1 -0.5202 3.0994 0.7185  0.033
H2 0.7851 -0.0872 1.4596  0.017
H3 0.7673 1.8377 -2.6595  0.046
H4 -2.3065 1.7049 -0.2202  0.017
H5 1.3151 0.3165 -2.5255  0.014
H6 0.1040 -2.5888 2.6251  0.101
H7 0.5634 -3.7194 1.4173  0.040
H8 1.0400 3.0284 -0.1646  -0.012
H9 -0.4336 0.3872 -2.9884  0.011
H10 1.5919 -2.4550 1.8612  0.048
H11 -1.0910 -1.6802 0.8149  0.068
H12 0.8596 2.0881 1.2812  0.032
H13 0.1374 -2.2308 -0.5074  0.117
H14 -2.5867 0.2220 -0.8120  0.009

***

Model b:
Density functional theory data (ωB97M-V/def2-TZVPD) for an isolated molecule of C4H14N2Si.

- Frontier orbital gap: 10.314 eV
- E_HOMO: -9.359 eV
- Structure (SMILES): CCCCNN[SiH3]
- Net charge: 0
- E_LUMO: 0.95 eV

Each line ends with the Löwdin charge.
Atoms and positions in Å:
Si1 -0.7308 1.4986 -2.9695  0.501
N1 -0.5059 2.0978 0.0241  0.010
N2 -1.1317 1.2267 -1.3394  -0.200
C1 0.4736 -1.0707 1.8238  -0.264
C2 -0.3689 0.0476 1.4308  -0.281
C3 0.9453 -1.9788 0.6375  -0.091
C4 0.3696 1.1405 0.6747  -0.298
H1 -0.7349 0.5645 2.2416  0.094
H2 1.3579 -0.5241 2.1921  0.111
H3 -1.1934 1.9523 0.7202  0.045
H4 0.1536 -2.4066 -0.0478  0.089
H5 1.0302 0.6619 -0.1112  0.120
H6 0.1010 -1.6158 2.6604  0.098
H7 -1.1079 -0.3573 0.7952  0.094
H8 -0.8376 2.9399 -3.1576  -0.087
H9 0.6522 1.3688 -3.3112  -0.118
H10 0.9653 1.6288 1.5308  0.146
H11 1.6345 -1.4424 0.0606  0.024
H12 -1.6492 0.4929 -3.5338  -0.062
H13 1.5961 -2.8493 1.0373  0.097
H14 -1.0130 0.2944 -1.0713  -0.028

***

Bottom line: model a, by a margin of 359.3 kJ/mol.